Run 1
Density functional theory data (ωB97M-V with the def2-TZVPD basis set) for C6H11NO2 as an isolated structure.

Atoms and positions in Å:
C 3.08 0.58 0.11
C 0.51 0.81 -0.19
C -0.78 -1.07 -1.11
C -1.87 1.04 -0.26
C -0.70 -0.62 1.34
C -0.67 0.03 -0.04
N 2.03 -0.16 0.21
O 0.72 1.82 -0.73
O 1.92 -1.39 0.43
H 4.07 0.23 0.33
H 2.80 1.57 -0.23
H -0.71 -0.43 -1.97
H -1.66 -1.63 -0.94
H -0.02 -1.76 -0.89
H -2.64 0.38 -0.13
H -1.94 1.46 -1.19
H -2.03 1.72 0.49
H -1.73 -0.85 1.59
H -0.14 -0.15 2.09
H -0.23 -1.57 1.08

Calculated values
Orbital gap (spin up / spin down) ... 9.3 / 9.3 eV
Total charge ... 0
HOMO (spin up / spin down) ... -8.74 / -8.74 eV

***

Run 2
Density functional theory data (ωB97M-V with the def2-TZVPD basis set) for C6H11NO2 as an isolated structure.

Atoms and positions in Å:
C -0.13 -0.61 1.05
C -1.37 -0.33 -1.21
C 1.03 0.22 1.59
C 0.40 1.60 -1.26
C -1.69 0.05 0.14
C 0.16 0.10 -1.28
N 0.21 -1.96 0.65
O -2.35 0.88 0.68
O 0.95 -0.65 -1.85
H -0.81 -0.74 1.91
H 0.56 -2.49 1.44
H 0.96 -1.96 -0.04
H -2.02 0.13 -1.96
H -1.34 -1.43 -1.27
H 0.73 1.26 1.76
H 1.37 -0.19 2.55
H 1.89 0.18 0.92
H -0.39 2.18 -0.79
H 0.51 1.95 -2.29
H 1.34 1.80 -0.74

Calculated values
Orbital gap ... 9.0 eV
Total charge ... 0
HOMO ... -8.72 eV

***

Stability ranking, top and bottom: run 2 is the most stable and run 1 is the least stable.

***

Run 1
Density functional theory data (ωB97M-V with the def2-TZVPD basis set) for a single C16H19N3O3 molecule.

Atoms and positions in Å:
O -2.27 -0.39 -1.45
C -2.06 -0.91 -0.38
C -2.42 -2.39 -0.13
O -1.67 -3.02 0.89
C -0.41 -3.50 0.48
C 0.57 -2.42 0.11
N 1.21 -1.82 1.04
C 2.09 -0.82 0.69
C 2.78 -0.14 1.70
C 3.67 0.86 1.37
C 3.90 1.20 0.04
C 3.24 0.54 -0.97
C 2.33 -0.47 -0.66
C 1.60 -1.17 -1.71
O 1.70 -0.99 -2.90
N 0.71 -2.13 -1.22
N -1.55 -0.31 0.71
C -1.26 1.10 0.86
C -2.54 1.97 0.75
C -2.38 2.76 -0.55
C -0.87 3.00 -0.62
C -0.30 1.64 -0.22
H -2.35 -2.93 -1.08
H -3.46 -2.41 0.20
H -0.02 -4.03 1.36
H -0.53 -4.21 -0.36
H 2.58 -0.42 2.72
H 4.19 1.38 2.16
H 4.61 1.98 -0.19
H 3.39 0.78 -2.01
H 0.16 -2.61 -1.92
H -1.43 -0.90 1.52
H -0.82 1.21 1.85
H -3.43 1.35 0.74
H -2.59 2.65 1.60
H -2.96 3.68 -0.55
H -2.68 2.14 -1.39
H -0.54 3.31 -1.61
H -0.58 3.76 0.10
H 0.72 1.71 0.15
H -0.32 0.98 -1.08

Calculated values
Orbital gap ... 9.2 eV
Total charge ... 0
HOMO ... -8.85 eV
SMILES string ... O=C(COCc1nc2ccccc2c(=O)[nH]1)NC1CCCC1

***

Run 2
Density functional theory data (ωB97M-V with the def2-TZVPD basis set) for a single C16H19N3O3 molecule.

Atoms and positions in Å:
N 0.09 0.49 1.51
C 0.04 -0.44 0.37
C -0.70 0.24 -0.78
C -2.09 0.56 -0.38
C -2.51 1.74 0.01
N -3.81 1.68 0.46
C -4.25 0.38 0.27
C -5.53 -0.14 0.48
C -5.72 -1.45 0.13
C -4.69 -2.22 -0.39
C -3.42 -1.72 -0.61
C -3.18 -0.37 -0.22
C 1.43 -0.86 -0.11
O 1.66 -2.02 -0.45
N 2.41 0.12 -0.30
C 2.33 1.59 -0.26
C 3.83 1.96 -0.06
C 4.54 0.85 -0.87
C 3.69 -0.41 -0.63
C 4.19 -1.27 0.57
O 3.87 -1.08 1.69
O 5.03 -2.26 0.22
H -0.78 0.39 1.97
H 0.81 0.09 2.17
H -0.46 -1.42 0.50
H -0.57 -0.41 -1.66
H -0.18 1.17 -1.08
H -1.93 2.64 -0.01
H -4.25 2.32 1.13
H -6.37 0.37 0.96
H -6.70 -1.91 0.22
H -4.90 -3.23 -0.69
H -2.60 -2.30 -0.91
H 1.71 1.92 0.50
H 2.02 2.05 -1.24
H 4.11 2.00 1.01
H 4.02 2.93 -0.52
H 5.58 0.70 -0.57
H 4.43 1.20 -1.95
H 3.65 -1.07 -1.50
H 5.16 -2.82 1.01

Calculated values
Orbital gap ... 8.8 eV
Total charge ... 0
HOMO ... -8.08 eV
SMILES string ... N[C@@H](Cc1c[nH]c2ccccc12)C(=O)N1CCC[C@H]1C(=O)O

***

Stability ranking, top and bottom: run 1 is the most stable and run 2 is the least stable.

***

Run 1
Density functional theory data (ωB97M-V with the def2-TZVPD basis set) for C4H14N3 as an isolated structure.

Atoms and positions in Å:
C 0.08 2.08 0.86
C 1.40 1.95 0.07
N 2.01 0.67 0.63
H -0.38 3.08 0.60
H -0.55 1.19 0.56
H 0.24 2.02 1.92
H 1.23 1.82 -1.00
H 2.17 2.72 0.26
H 2.20 0.79 1.63
H 2.97 0.57 0.30
H 1.44 -0.51 0.25
C -2.71 -1.46 -0.72
N -1.31 -1.14 -0.91
C -0.33 -1.90 -0.36
N 0.95 -1.61 -0.32
H -3.16 -1.78 -1.70
H -2.78 -2.27 0.07
H -3.24 -0.55 -0.38
H -1.11 -0.27 -1.36
H -0.65 -2.92 -0.07
H 1.53 -2.48 -0.33

Calculated values
Orbital gap ... 11.0 eV
Total charge ... +1
HOMO ... -13.73 eV

***

Run 2
Density functional theory data (ωB97M-V with the def2-TZVPD basis set) for a 2-piece molecular cluster, C4H14N3 overall.

Atoms and positions in Å:
C 1.22 -1.51 1.34
C -1.62 0.53 -1.39
C 0.42 -0.38 -2.26
C -0.45 1.06 1.03
N 0.24 1.27 2.19
N 0.35 0.50 -0.10
N -0.21 0.22 -1.16
H 1.85 -2.40 1.25
H 0.19 -1.73 0.75
H 1.72 -0.80 0.78
H -1.87 1.43 -1.76
H -1.85 -0.30 -2.03
H -2.21 0.41 -0.39
H 1.32 0.22 -2.68
H 0.88 -1.34 -1.85
H -0.34 -0.58 -3.03
H -0.71 2.11 0.60
H -1.34 0.44 1.19
H 1.27 1.46 2.23
H 0.99 -1.28 2.35
H 0.14 0.68 2.96

Calculated values
Orbital gap ... 8.6 eV
Total charge ... +1
HOMO ... -13.74 eV

***

Stability ranking, top and bottom: run 1 is the most stable and run 2 is the least stable.

***

Run 1
Density functional theory data (ωB97M-V with the def2-TZVPD basis set) for a 2-piece molecular cluster, C4H14N3 overall.

Atoms and positions in Å:
C -2.30 0.56 1.98
C -1.36 -0.57 1.58
H -3.34 0.25 1.94
H -2.13 0.82 3.03
H -2.14 1.44 1.38
H -0.40 -0.61 2.10
H -1.79 -1.56 1.75
H -1.22 -0.55 0.50
C 1.80 0.84 0.37
C 0.92 -0.24 -1.65
N 1.68 0.75 -1.12
N 1.19 -1.50 -1.32
N 0.20 -0.01 -2.76
H 1.39 1.62 -1.57
H 1.72 -1.64 -0.47
H 0.51 -2.21 -1.53
H -0.46 0.75 -2.85
H 0.16 -0.72 -3.48
H 1.89 1.88 0.67
H 2.72 0.31 0.59
H 0.95 0.39 0.86

Calculated values
Orbital gap ... 11.4 eV
Total charge ... +1
HOMO ... -14.95 eV

***

Run 2
Density functional theory data (ωB97M-V with the def2-TZVPD basis set) for a 2-piece molecular cluster, C4H14N3 overall.

Atoms and positions in Å:
N 2.29 -1.24 -0.45
C 2.62 0.13 -0.75
N 1.52 1.13 -0.56
H 1.99 -1.33 0.52
H 1.57 -1.62 -1.05
H 3.48 0.42 -0.15
H 2.95 0.18 -1.79
H 1.64 1.88 -1.23
H 1.63 1.58 0.34
C -1.64 0.81 1.50
C -1.79 -0.24 0.45
C -2.53 -1.34 0.54
N -0.97 -0.03 -0.76
H -2.35 0.63 2.31
H -0.65 0.72 1.96
H -1.75 1.83 1.16
H -2.55 -2.10 -0.22
H -3.14 -1.48 1.42
H 0.03 0.39 -0.57
H -1.46 0.59 -1.41
H -0.88 -0.92 -1.25

Calculated values
Orbital gap ... 10.5 eV
Total charge ... +1
HOMO ... -13.67 eV

***

Stability ranking, top and bottom: run 1 is the most stable and run 2 is the least stable.

***

Run 1
Density functional theory data (ωB97M-V with the def2-TZVPD basis set) for an isolated ion of composition C4H14N3 and charge +1.

Atoms and positions in Å:
N -0.14 -1.65 1.81
C -0.25 -2.18 0.36
C -0.03 -1.12 -0.83
C 0.25 0.32 -0.23
N -0.92 0.68 0.60
C 0.61 1.46 -1.32
N 0.66 2.73 -0.41
H -0.61 -2.25 2.47
H 0.77 -1.47 2.21
H -1.25 -2.64 0.29
H 0.35 -3.00 0.03
H -0.85 -1.23 -1.54
H 0.82 -1.40 -1.61
H 1.13 0.38 0.56
H -1.19 1.67 0.82
H -0.90 -0.04 1.53
H -1.92 0.33 0.27
H -0.37 1.57 -1.91
H 1.57 1.40 -1.95
H 0.64 3.67 -1.00
H 1.63 2.77 -0.16

Calculated values
Orbital gap ... 11.1 eV
Total charge ... +1
HOMO ... -13.96 eV
SMILES string ... NCC[C@H]([NH3+])CN

***

Run 2
Density functional theory data (ωB97M-V with the def2-TZVPD basis set) for a 2-piece molecular cluster, C4H14N3 overall.

Atoms and positions in Å:
C -0.95 -0.61 -1.92
C -0.89 1.43 -0.44
N -0.76 0.87 -1.63
N -1.53 0.89 0.58
N -0.22 2.60 -0.31
H -0.16 1.26 -2.33
H -2.32 0.28 0.37
H -1.66 1.45 1.40
H 0.66 2.76 -0.74
H -0.29 3.05 0.60
H -1.76 -0.69 -2.64
H -1.00 -1.11 -0.96
H -0.01 -0.88 -2.39
C 1.36 -0.65 1.33
C 1.36 -2.17 1.27
H 2.29 -0.18 1.63
H 1.08 -0.20 0.37
H 0.61 -0.32 2.05
H 2.13 -2.52 0.58
H 1.60 -2.60 2.24
H 0.45 -2.66 0.92

Calculated values
Orbital gap ... 11.7 eV
Total charge ... +1
HOMO ... -14.82 eV

***

Run 3
Density functional theory data (ωB97M-V with the def2-TZVPD basis set) for a 2-piece molecular cluster, C4H14N3 overall.

Atoms and positions in Å:
C -1.67 0.70 -0.55
C 0.48 1.38 0.33
N -0.28 1.15 -0.72
N 0.38 0.69 1.52
N 1.63 2.10 0.22
H -0.10 1.65 -1.60
H -0.41 -0.04 1.60
H 0.77 0.85 2.40
H 2.38 1.81 -0.32
H 1.90 2.51 1.07
H -2.01 1.03 0.42
H -1.66 -0.45 -0.56
H -2.37 0.84 -1.49
C 0.24 -2.72 0.22
C -0.67 -2.67 -1.05
H -0.19 -3.23 1.03
H 1.22 -3.13 0.07
H 0.64 -1.65 0.37
H -0.40 -1.70 -1.63
H -1.73 -2.55 -0.76
H -0.42 -3.66 -1.43

Calculated values
Orbital gap ... 10.8 eV
Total charge ... +1
HOMO ... -14.40 eV

***

Stability ranking, top and bottom: run 2 is the most stable and run 1 is the least stable.

***

Run 1
Density functional theory data (ωB97M-V with the def2-TZVPD basis set) for a 2-piece molecular cluster, C4H14N3 overall.

Atoms and positions in Å:
C 1.37 0.07 1.57
C -1.08 1.52 -0.65
C 0.03 -0.11 -2.02
C 0.19 -0.59 0.86
N -0.99 -0.33 1.44
N 0.39 -1.92 0.32
N 0.03 0.55 -0.78
H 2.05 0.52 0.90
H 1.08 0.72 2.49
H 1.88 -0.85 2.03
H -0.73 2.36 0.07
H -1.36 1.93 -1.69
H -1.82 0.94 -0.25
H 0.63 0.50 -2.70
H 0.39 -1.09 -2.03
H -0.91 -0.22 -2.45
H -1.19 0.61 1.69
H -1.84 -0.90 1.28
H -0.34 -2.51 0.04
H 1.35 -2.21 0.43
H 0.86 1.01 -0.55

Calculated values
Orbital gap ... 11.1 eV
Total charge ... +1
HOMO ... -13.88 eV

***

Run 2
Density functional theory data (ωB97M-V with the def2-TZVPD basis set) for C4H14N3 as an isolated structure.

Atoms and positions in Å:
N 1.53 0.24 -0.86
C 1.08 1.23 0.28
C -0.32 1.68 -0.13
N -0.93 0.50 -0.79
C -1.65 -0.35 0.18
C -0.67 -1.38 0.87
N 0.66 -1.63 0.23
H 1.30 -0.79 -0.34
H 2.50 0.50 -1.00
H 0.97 0.41 -1.69
H 1.84 1.97 0.30
H 1.03 0.64 1.19
H -0.29 2.44 -0.91
H -0.91 2.09 0.71
H -1.60 0.93 -1.42
H -2.39 0.13 0.81
H -2.20 -1.11 -0.38
H -1.24 -2.25 1.16
H -0.29 -0.99 1.85
H 1.14 -2.40 0.68
H 0.45 -1.86 -0.74

Calculated values
Orbital gap ... 11.2 eV
Total charge ... +1
HOMO ... -13.96 eV

***

Stability ranking, top and bottom: run 1 is the most stable and run 2 is the least stable.